Density functional theory data (the ωB97M-V functional and the def2-TZVPD basis) for C33H43I2NP2Rh as an isolated structure.

Results
Charge: +1
HOMO-LUMO gap in eV: 6.24
Molecular weight in g/mol: 872.4
Energy above the lowest of the compared OMol25 structures with the same formula, charge and spin in kcal per mole: 0.0

Each line ends with the Mulliken charge.
Atoms and positions in Å:
Rh -0.35 0.59 0.32  -1.43
C 1.40 -0.75 -4.33  -1.40
C 0.34 -0.78 -3.23  0.34
C -1.05 -1.06 -3.80  -1.39
P 0.34 0.66 -2.07  1.85
C -0.07 2.20 -2.99  0.84
C 0.58 2.45 -4.36  -1.57
C -1.60 2.32 -3.15  -1.40
C 2.07 0.67 -1.49  -0.91
C 3.13 1.38 -2.04  -0.43
C 4.38 1.37 -1.46  -0.93
C 4.58 0.64 -0.29  -0.97
C 3.54 -0.07 0.29  -0.77
C 2.28 -0.09 -0.31  0.49
N 1.16 -0.71 0.25  1.02
C 1.14 -1.83 1.04  -0.02
C 2.22 -2.72 1.18  -0.67
C 2.11 -3.83 2.00  -0.98
C 0.94 -4.12 2.69  -1.17
C -0.15 -3.29 2.51  -0.40
C -0.07 -2.17 1.69  -0.15
P -1.46 -1.21 1.10  1.31
C -2.26 -2.34 -0.13  0.71
C -3.13 -3.42 0.53  -1.40
C -1.19 -3.06 -0.95  -1.76
C -2.77 -0.73 2.30  1.11
C -4.09 -0.43 1.58  -1.65
C -2.95 -1.66 3.51  -1.52
H 1.46 -1.74 -4.78  0.43
H 2.39 -0.52 -3.93  0.30
H 1.17 -0.04 -5.12  0.28
H 0.63 -1.59 -2.56  0.40
H -1.33 -0.31 -4.55  0.34
H -1.82 -1.05 -3.02  0.18
H -1.07 -2.03 -4.28  0.41
H 0.27 2.98 -2.30  0.22
H 0.15 1.79 -5.11  0.32
H 1.66 2.33 -4.37  0.33
H 0.35 3.47 -4.67  0.46
H -1.92 1.86 -4.09  0.41
H -1.90 3.36 -3.17  0.40
H -2.15 1.83 -2.35  0.13
H 2.97 1.98 -2.93  0.14
H 5.20 1.93 -1.90  0.47
H 5.55 0.65 0.19  0.40
H 3.69 -0.57 1.23  0.73
H 3.14 -2.55 0.63  0.73
H 2.96 -4.49 2.09  0.40
H 0.88 -4.98 3.34  0.49
H -1.09 -3.53 3.00  0.34
H -2.87 -1.71 -0.77  0.76
H -2.55 -4.02 1.23  0.26
H -3.49 -4.10 -0.25  0.47
H -4.00 -3.04 1.05  0.27
H -0.71 -3.83 -0.34  0.37
H -0.42 -2.38 -1.29  0.05
H -1.64 -3.54 -1.81  0.61
H -2.39 0.21 2.69  0.44
H -4.66 -1.33 1.35  0.31
H -3.96 0.11 0.64  0.30
H -4.72 0.19 2.23  0.42
H -3.25 -2.67 3.23  0.24
H -3.73 -1.25 4.15  0.52
H -2.03 -1.70 4.09  0.30
I -2.16 2.54 0.55  0.27
C -0.68 3.89 1.16  -0.89
I 1.23 3.18 0.60  0.25
H -0.74 3.95 2.25  0.44
H -0.85 4.86 0.71  0.52
C -0.10 0.75 2.28  -0.17
C 0.08 0.75 3.47  0.53
C 0.29 0.75 4.89  0.02
C -0.05 1.86 5.67  -0.57
C 0.16 1.84 7.04  -0.59
C 0.70 0.72 7.65  -0.47
C 1.04 -0.39 6.88  -0.64
C 0.84 -0.38 5.51  -0.15
H -0.47 2.74 5.19  0.41
H -0.10 2.70 7.64  0.40
H 0.86 0.70 8.72  0.39
H 1.46 -1.27 7.35  0.41
H 1.10 -1.23 4.90  0.45